one:
# C7H14NO

A gas-phase ion, C7H14NO (charge +1) (ωB97M-V with the def2-TZVPD basis set, the OMol25 dataset).

XYZ file:
```
23
Properties=species:S:1:pos:R:3
C -1.09 -0.45 0.11
C 0.30 -1.02 0.07
C 1.32 0.16 -0.32
C -1.98 -1.49 0.68
C 1.56 0.97 1.08
C 2.59 -0.51 -1.10
C -2.33 1.71 -0.52
N -1.40 0.71 -0.26
O 0.76 0.87 -1.25
H 0.69 -1.46 1.04
H 0.20 -1.82 -0.66
H -1.26 -2.24 1.18
H -2.50 -1.91 -0.08
H -2.64 -1.03 1.40
H 1.45 0.39 1.99
H 0.85 1.77 0.92
H 2.52 1.48 1.06
H 3.40 0.26 -1.21
H 2.39 -0.98 -2.00
H 2.88 -1.39 -0.47
H -2.18 2.39 0.26
H -3.28 1.29 -0.43
H -2.22 2.31 -1.47
```

Output
- LUMO level (alpha / beta) (eV) = -7.12 / -7.15
- E_HOMO (alpha / beta) (eV) = -13.85 / -14.08
- net charge = +1

---

two:
# C7H14NO

2 unconnected molecules or ions with the total composition C7H14NO (ωB97M-V with the def2-TZVPD basis set, the OMol25 dataset).

XYZ file:
```
23
Properties=species:S:1:pos:R:3
C -2.70 1.17 -0.54
C -2.49 -0.01 -0.10
C -0.09 -0.54 0.39
C -2.91 -1.42 -0.02
C 2.30 -0.70 0.91
C 1.54 0.00 -1.29
C 1.36 1.56 0.63
N 1.34 0.14 0.11
O -0.13 -1.51 1.04
H -3.61 1.68 -0.96
H -1.96 1.98 -0.63
H -3.79 -1.55 -0.72
H -3.09 -1.75 0.98
H -2.06 -1.93 -0.48
H 3.35 -0.50 0.71
H 2.20 -0.56 2.03
H 2.08 -1.74 0.78
H 0.63 0.61 -1.82
H 2.41 0.44 -1.75
H 1.41 -1.10 -1.64
H 0.63 2.10 0.23
H 1.20 1.58 1.72
H 2.39 2.04 0.43
```

Output
- LUMO level (alpha / beta) (eV) = -4.76 / -4.75
- E_HOMO (alpha / beta) (eV) = -12.70 / -12.70
- net charge = +1

---

It turns out two is the most stable, with the second structure 32.7 kJ/mol higher.

---

one:
# C3H4FNO

C3H4FNO in the gas phase (ωB97M-V with the def2-TZVPD basis set, the OMol25 dataset).

XYZ file:
```
10
Properties=species:S:1:pos:R:3
C -1.00 -0.31 -0.56
C 0.16 0.07 0.38
C 0.59 -0.99 1.29
H -0.65 1.81 -2.57
H -1.54 -1.08 -0.22
H 0.31 1.29 0.37
H 0.02 -1.94 1.31
N -1.10 0.34 -1.63
O -0.11 1.34 -1.97
F 1.33 -0.64 2.40
```

Output
- LUMO level (eV) = 0.31
- SMILES = O/N=C\C=C\F
- E_HOMO (eV) = -9.34
- net charge = 0

---

two:
# C3H4FNO

C3H4FNO in the gas phase (ωB97M-V with the def2-TZVPD basis set, the OMol25 dataset).

XYZ file:
```
10
Properties=species:S:1:pos:R:3
C 1.01 0.71 -0.10
C -0.25 -0.01 -0.77
C -0.84 -0.70 0.35
H 0.44 0.85 1.80
H 1.57 1.34 -0.84
H 1.55 -0.20 0.16
H -1.00 0.66 -1.28
N -1.36 -0.92 1.39
O 0.68 1.46 1.12
F 0.22 -0.87 -1.71
```

Output
- LUMO level (eV) = 0.59
- SMILES = N#C[C@H](F)CO
- E_HOMO (eV) = -11.16
- net charge = 0

---

three:
# C3H4FNO

A molecular structure, C3H4FNO (ωB97M-V with the def2-TZVPD basis set, the OMol25 dataset).

XYZ file:
```
10
Properties=species:S:1:pos:R:3
C 0.11 -0.52 0.57
C 0.31 -1.22 -0.90
C -0.55 0.72 -0.14
H -0.58 -1.23 1.10
H -0.91 -1.86 -1.05
H 1.45 -1.72 -1.24
H -0.70 0.64 -2.17
N -0.02 0.24 -1.38
O -1.14 1.62 0.40
F 1.20 -0.49 1.40
```

Output
- LUMO level (eV) = 0.58
- E_HOMO (eV) = -10.08
- net charge = 0

---

four:
# C3H4FNO

2 unconnected molecules or ions with the total composition C3H4FNO (ωB97M-V with the def2-TZVPD basis set, the OMol25 dataset).

XYZ file:
```
10
Properties=species:S:1:pos:R:3
C 0.37 0.93 -0.30
C -0.72 0.53 0.43
C -1.84 -0.02 -0.06
N -0.15 -2.13 0.31
O -2.85 -0.41 -0.45
F 0.97 -1.48 -0.17
H 1.24 1.30 0.19
H 0.36 0.91 -1.38
H -0.67 0.52 1.51
H -0.52 -2.61 -0.52
```

Output
- LUMO level (alpha / beta) (eV) = -0.40 / 0.22
- E_HOMO (alpha / beta) (eV) = -7.06 / -9.74
- net charge = 0

---

It turns out two is the most stable, with the second structure 205.1 kJ/mol higher.

---

one:
# C3H12N2O3

3 unconnected molecules or ions with the total composition C3H12N2O3 (ωB97M-V with the def2-TZVPD basis set, the OMol25 dataset).

XYZ file:
```
20
Properties=species:S:1:pos:R:3
C 0.60 0.14 1.15
N 0.05 0.44 -0.14
C -0.50 1.64 -0.53
N -0.94 2.43 0.51
O -0.64 1.92 -1.71
C 1.94 -0.58 1.15
H -0.11 -0.28 1.89
H 0.81 1.09 1.67
H 0.32 -0.13 -0.93
H -1.54 3.17 0.19
H -1.24 1.95 1.35
H 1.96 -1.21 2.05
H 2.81 0.06 1.28
H 2.04 -1.32 0.35
H -0.41 -2.25 -1.01
H -0.70 -2.33 0.46
O -0.18 -2.77 -0.23
H -1.76 -0.11 -2.04
H -1.02 -0.87 -3.15
O -1.49 -1.00 -2.32
```

Output
- LUMO level (eV) = 0.60
- SMILES = CCNC(N)=O.O.O
- E_HOMO (eV) = -9.78
- net charge = 0

---

two:
# C3H12N2O3

3 unconnected molecules or ions with the total composition C3H12N2O3 (ωB97M-V with the def2-TZVPD basis set, the OMol25 dataset).

XYZ file:
```
20
Properties=species:S:1:pos:R:3
O -0.61 -0.03 2.66
C -1.03 -0.56 1.65
N -0.98 0.00 0.40
C -0.17 1.19 0.16
N -0.27 1.72 -1.21
C -1.77 -1.88 1.67
H -1.46 -0.46 -0.36
H -0.61 2.04 0.71
H 0.87 0.91 0.39
H -1.14 1.48 -1.64
H 0.57 1.38 -1.65
H -1.02 -2.73 1.60
H -2.38 -2.07 2.53
H -2.36 -1.99 0.74
H 3.63 -1.29 -5.61
H 3.88 -2.70 -6.06
O 3.22 -2.16 -5.60
H 1.05 2.77 3.68
H 0.05 1.77 3.05
O 0.53 2.61 2.89
```

Output
- LUMO level (eV) = 0.70
- SMILES = CC(=O)NCN.O.O
- E_HOMO (eV) = -9.47
- net charge = 0

---

It turns out one is the most stable, with the second structure 78.1 kJ/mol higher.

---

one:
# C4H11P3

C4H11P3 in the gas phase (ωB97M-V with the def2-TZVPD basis set, the OMol25 dataset).

XYZ file:
```
18
Properties=species:S:1:pos:R:3
C 0.31 -0.46 0.12
C 1.82 -0.30 0.67
C -0.64 1.60 1.13
C -0.51 0.69 -0.11
P 0.18 -2.06 -0.32
P 0.06 1.53 -1.78
P -1.86 -2.27 -0.93
H 1.77 0.14 1.60
H 2.26 -1.23 0.93
H 2.35 0.27 -0.13
H 0.29 2.19 1.38
H -1.45 2.41 0.96
H -0.98 0.99 1.96
H -1.58 0.44 -0.48
H 0.62 0.41 -2.38
H 1.29 1.95 -1.63
H -1.58 -3.59 -1.29
H -2.34 -2.72 0.29
```

Output
- LUMO level (eV) = 0.15
- SMILES = CC(=P#[PH2])[C@@H](C)P
- E_HOMO (eV) = -8.25
- net charge = 0

---

two:
# C4H11P3

C4H11P3 in the gas phase (ωB97M-V with the def2-TZVPD basis set, the OMol25 dataset).

XYZ file:
```
18
Properties=species:S:1:pos:R:3
C 1.21 0.33 0.02
C 1.77 -1.09 0.00
C -1.63 -1.76 0.14
C -1.70 -0.22 0.46
P 1.76 1.47 -1.18
P -0.28 0.50 1.05
P 0.53 3.19 -0.84
H 2.45 -1.18 0.93
H 0.91 -1.76 0.17
H 2.21 -1.35 -1.03
H -1.28 -1.81 -0.91
H -1.14 -2.42 0.86
H -2.56 -2.16 0.17
H -2.48 0.36 -0.08
H 0.44 -0.32 2.13
H -0.26 1.79 1.55
H 0.73 3.74 -2.15
H -0.68 2.70 -1.30
```

Output
- LUMO level (alpha / beta) (eV) = -0.38 / -0.38
- SMILES = CC=[PH2]C(C)=P#[PH2]
- E_HOMO (alpha / beta) (eV) = -7.07 / -7.07
- net charge = 0

---

It turns out one is the most stable, with the second structure 171.7 kJ/mol higher.

---

one:
# C6H14P

A gas-phase ion, C6H14P (charge +1) (ωB97M-V with the def2-TZVPD basis set, the OMol25 dataset).

XYZ file:
```
21
Properties=species:S:1:pos:R:3
C -0.29 -0.05 1.76
C 0.98 -0.05 -0.11
C 1.74 1.30 -0.23
C 1.75 -1.30 -0.07
C -1.88 -1.46 -0.39
C -1.61 1.48 -0.60
P -0.86 0.04 0.15
H -0.10 -1.04 2.31
H 0.08 0.94 2.15
H 1.16 2.05 -0.96
H 2.78 1.22 -0.71
H 2.08 1.79 0.72
H 2.30 -1.24 1.00
H 2.51 -1.41 -0.75
H 1.19 -2.27 -0.04
H -1.65 -2.35 0.27
H -1.69 -1.47 -1.51
H -2.80 -1.00 -0.25
H -1.31 1.61 -1.71
H -1.43 2.48 -0.15
H -2.65 1.53 -0.68
```

Output
- LUMO level (eV) = -4.06
- E_HOMO (eV) = -12.76
- net charge = +1

---

two:
# C6H14P

A gas-phase ion, C6H14P (charge +1) (ωB97M-V with the def2-TZVPD basis set, the OMol25 dataset).

XYZ file:
```
21
Properties=species:S:1:pos:R:3
C -1.62 -1.33 -1.30
C -1.19 -0.20 0.10
C -2.17 0.30 1.01
C 0.94 0.94 -1.48
C 1.08 1.22 1.33
C 1.55 -1.48 0.01
P 0.54 0.04 0.02
H -0.90 -1.49 -2.12
H -2.61 -1.59 -1.13
H -1.71 1.19 1.58
H -2.28 -0.50 1.84
H -3.14 0.57 0.56
H 0.36 1.87 -1.82
H 1.00 0.20 -2.30
H 2.03 1.26 -1.19
H 0.49 0.77 2.27
H 0.56 2.09 1.08
H 2.15 1.32 1.39
H 1.15 -2.13 -0.83
H 1.21 -1.90 0.99
H 2.55 -1.17 0.00
```

Output
- LUMO level (alpha / beta) (eV) = -4.68 / -4.11
- E_HOMO (alpha / beta) (eV) = -13.27 / -12.92
- net charge = +1

---

It turns out one is the most stable, with the second structure 66.6 kJ/mol higher.

---

one:
# C36H50FN9O4SSiTa

A molecular structure, C36H50FN9O4SSiTa (ωB97M-V with the def2-TZVPD basis set, the OMol25 dataset).

XYZ file:
```
103
Properties=species:S:1:pos:R:3
Ta -1.64 -1.02 1.38
C 1.09 3.76 4.62
C 0.40 3.68 3.26
N -0.89 3.02 3.35
C -1.17 1.75 3.06
S 0.03 0.76 2.26
N -2.35 1.32 3.42
N -2.68 0.05 3.13
C -3.78 -0.42 3.63
C -4.68 0.39 4.49
C -4.06 -1.82 3.34
C -5.16 -2.49 3.87
C -5.31 -3.85 3.64
C -4.34 -4.51 2.91
C -3.29 -3.78 2.39
N -3.16 -2.47 2.58
H 2.07 4.23 4.51
H 1.23 2.76 5.04
H 0.51 4.36 5.32
H 1.02 3.12 2.56
H 0.25 4.68 2.86
H -1.62 3.50 3.86
H -4.19 1.31 4.77
H -4.96 -0.16 5.39
H -5.60 0.63 3.95
H -5.89 -1.95 4.46
H -6.16 -4.38 4.04
H -4.39 -5.58 2.73
H -2.51 -4.25 1.80
C -4.95 -1.57 -0.72
C -3.76 -2.44 -0.97
C -3.75 -3.44 -1.92
C -2.64 -4.28 -2.01
C -1.57 -4.14 -1.15
C -1.61 -3.10 -0.22
N -2.68 -2.28 -0.18
N -0.73 -2.76 0.78
Si 0.85 -3.56 1.01
C 0.51 -5.10 2.02
C 1.99 -2.33 1.89
C 1.75 -3.98 -0.60
H -5.49 -1.35 -1.63
H -4.67 -0.63 -0.25
H -5.63 -2.11 -0.04
H -4.60 -3.58 -2.56
H -2.63 -5.07 -2.75
H -0.73 -4.82 -1.18
H -0.02 -4.87 2.94
H 1.45 -5.60 2.30
H -0.08 -5.83 1.46
H 1.60 -1.31 1.93
H 2.94 -2.29 1.36
H 2.23 -2.66 2.91
H 1.39 -4.88 -1.11
H 2.79 -4.18 -0.34
H 1.73 -3.16 -1.31
C -0.28 3.36 -5.19
C -0.26 3.95 -3.78
N -0.15 2.89 -2.76
C -1.27 2.46 -2.17
C -1.32 1.41 -1.28
C -2.62 1.07 -0.67
O -3.67 1.38 -1.14
O -2.51 0.41 0.49
C -0.14 0.67 -1.00
O -0.12 -0.42 -0.34
C 1.08 1.20 -1.57
C 2.31 0.65 -1.21
C 3.48 1.16 -1.70
F 4.62 0.63 -1.21
C 3.51 2.22 -2.64
C 2.27 2.76 -2.98
C 1.07 2.30 -2.44
N 4.68 2.68 -3.23
C 5.98 2.03 -3.05
C 7.00 2.60 -4.04
N 6.31 2.92 -5.32
C 5.34 4.06 -5.14
C 4.82 4.05 -3.71
H -0.31 4.17 -5.92
H -1.16 2.74 -5.33
H 0.61 2.75 -5.38
H -1.18 4.49 -3.59
H 0.56 4.66 -3.65
H -2.19 2.96 -2.43
H 2.34 -0.17 -0.50
H 2.25 3.57 -3.70
H 5.87 0.96 -3.24
H 6.38 2.15 -2.04
H 7.78 1.86 -4.22
H 7.48 3.51 -3.68
H 5.80 2.09 -5.62
H 6.98 3.14 -6.06
H 4.54 3.94 -5.87
H 5.86 4.99 -5.35
H 3.87 4.58 -3.68
H 5.50 4.60 -3.05
C -0.80 -2.67 4.74
O -0.48 -1.89 3.57
H -0.67 -2.07 5.64
H -0.17 -3.56 4.80
H -1.84 -2.98 4.66
H 0.42 -1.56 3.67
```

Output
- LUMO level (eV) = -7.83
- E_HOMO (eV) = -14.55
- net charge = +3

---

two:
# C36H50FN9O4SSiTa

A molecular structure, C36H50FN9O4SSiTa (ωB97M-V with the def2-TZVPD basis set, the OMol25 dataset).

XYZ file:
```
103
Properties=species:S:1:pos:R:3
Ta 1.20 -0.85 1.77
C 3.71 -4.25 6.50
C 4.55 -3.92 5.27
N 3.78 -3.96 4.03
C 2.96 -3.00 3.65
S 2.16 -3.19 2.10
N 2.77 -1.96 4.43
N 2.07 -0.93 3.99
C 1.78 0.02 4.83
C 2.09 -0.07 6.28
C 1.18 1.22 4.27
C 0.93 2.34 5.06
C 0.49 3.51 4.46
C 0.28 3.52 3.09
C 0.49 2.35 2.38
N 0.94 1.23 2.94
H 4.34 -4.17 7.38
H 3.32 -5.26 6.44
H 2.88 -3.56 6.59
H 5.37 -4.63 5.18
H 4.96 -2.91 5.38
H 3.86 -4.77 3.44
H 2.52 -1.04 6.50
H 1.17 0.05 6.86
H 2.79 0.70 6.60
H 1.10 2.31 6.12
H 0.33 4.40 5.05
H -0.06 4.41 2.58
H 0.31 2.30 1.31
C 4.32 1.38 3.27
C 4.44 0.62 1.99
C 5.65 0.52 1.34
C 5.72 -0.13 0.11
C 4.57 -0.63 -0.47
C 3.37 -0.54 0.26
N 3.32 0.05 1.48
N 2.17 -1.06 -0.07
Si 1.83 -1.65 -1.72
C 1.75 -0.03 -2.74
C 0.18 -2.61 -1.61
C 3.12 -2.89 -2.38
H 5.20 2.02 3.40
H 4.26 0.71 4.12
H 3.43 2.01 3.26
H 6.53 0.95 1.78
H 6.67 -0.23 -0.40
H 4.59 -1.09 -1.43
H 1.55 0.81 -2.09
H 0.98 -0.06 -3.51
H 2.70 0.16 -3.24
H 0.00 -3.00 -0.61
H 0.21 -3.47 -2.28
H -0.66 -2.00 -1.91
H 3.88 -2.42 -3.01
H 2.63 -3.63 -3.01
H 3.63 -3.43 -1.59
C -6.18 -0.51 -1.97
C -4.97 -1.39 -2.27
N -3.75 -0.84 -1.69
C -3.30 -1.35 -0.54
C -2.15 -0.95 0.09
C -1.69 -1.73 1.27
O -2.44 -2.30 2.03
O -0.39 -1.72 1.42
C -1.38 0.15 -0.42
O -0.32 0.57 0.11
C -1.94 0.75 -1.61
C -1.34 1.88 -2.18
C -1.76 2.40 -3.37
F -1.12 3.50 -3.81
C -2.82 1.82 -4.11
C -3.48 0.76 -3.49
C -3.08 0.22 -2.26
N -3.21 2.27 -5.36
C -2.50 3.37 -6.01
C -3.04 3.62 -7.42
N -4.52 3.55 -7.39
C -4.99 2.18 -7.05
C -3.88 1.41 -6.32
H -7.06 -0.95 -2.43
H -6.04 0.50 -2.34
H -6.35 -0.46 -0.90
H -4.82 -1.53 -3.34
H -5.13 -2.38 -1.85
H -3.87 -2.17 -0.10
H -0.50 2.33 -1.67
H -4.35 0.35 -3.97
H -1.43 3.18 -6.09
H -2.65 4.28 -5.40
H -2.66 2.89 -8.14
H -2.71 4.61 -7.74
H -4.91 3.84 -8.30
H -4.86 4.22 -6.69
H -5.25 1.64 -7.96
H -5.89 2.26 -6.42
H -3.15 1.03 -7.05
H -4.32 0.54 -5.85
C -1.86 -0.03 4.25
O -0.77 -0.89 3.89
H -1.94 0.05 5.33
H -2.80 -0.41 3.84
H -1.66 0.95 3.82
H -1.07 -1.79 4.07
```

Output
- LUMO level (eV) = -7.64
- E_HOMO (eV) = -14.54
- net charge = +3

---

It turns out one is the most stable, with the second structure 81.2 kJ/mol higher.

---

one:
# C2H14O4S2

5 unconnected molecules or ions with the total composition C2H14O4S2 (ωB97M-V with the def2-TZVPD basis set, the OMol25 dataset).

XYZ file:
```
22
Properties=species:S:1:pos:R:3
C 1.38 -0.52 1.54
C 0.31 -1.51 1.93
S 0.07 -2.82 0.69
S -1.37 -2.05 -0.55
H 1.10 0.09 0.69
H 2.32 -1.00 1.28
H 1.61 0.14 2.38
H -0.65 -1.02 2.09
H 0.58 -2.08 2.83
H -0.67 -1.21 -1.32
H -0.56 2.15 -1.87
H 0.83 2.49 -2.32
O 0.35 1.82 -1.82
H -3.19 3.30 -2.26
H -2.91 2.14 -1.34
O -2.45 2.80 -1.89
H -4.69 0.58 0.09
H -3.63 1.38 0.81
O -4.11 1.34 -0.03
H 4.55 -2.43 -0.24
H 5.95 -1.91 -0.59
O 5.15 -1.69 -0.09
```

Output
- LUMO level (eV) = 0.32
- SMILES = CCSS.O.O.O.O
- E_HOMO (eV) = -8.89
- net charge = 0

---

two:
# C2H14O4S2

5 unconnected molecules or ions with the total composition C2H14O4S2 (ωB97M-V with the def2-TZVPD basis set, the OMol25 dataset).

XYZ file:
```
22
Properties=species:S:1:pos:R:3
C 2.58 -1.81 1.63
C 1.94 -3.11 1.19
S 0.11 -3.15 1.09
S -0.20 -2.07 -0.56
H 2.06 -1.35 2.49
H 2.59 -1.04 0.85
H 3.59 -1.93 2.01
H 2.29 -3.86 1.90
H 2.26 -3.38 0.18
H -0.58 -2.86 -1.56
H -2.48 3.68 -1.05
H -1.29 4.40 -1.63
O -1.52 3.62 -1.11
H -5.70 4.36 -1.86
H -4.46 3.89 -1.34
O -4.79 4.36 -2.14
H -5.26 2.02 0.70
H -4.65 3.24 1.27
O -5.17 2.96 0.52
H 5.68 -2.08 -0.82
H 6.60 -3.23 -1.25
O 6.40 -2.65 -0.50
```

Output
- LUMO level (eV) = 0.36
- SMILES = CCSS.O.O.O.O
- E_HOMO (eV) = -8.94
- net charge = 0

---

It turns out one is the most stable, with the second structure 63.9 kJ/mol higher.

---

one:
# C2H9N4O

A molecular structure, C2H9N4O (ωB97M-V with the def2-TZVPD basis set, the OMol25 dataset).

XYZ file:
```
16
Properties=species:S:1:pos:R:3
C 1.15 0.68 0.43
C -0.91 -0.79 -0.06
N 1.63 1.98 0.33
N 1.83 -0.30 0.83
N -2.54 -0.53 -1.08
N -0.13 0.47 -0.04
O -0.18 -1.77 -0.59
H -1.32 -0.99 1.04
H 2.50 2.23 0.92
H 0.98 2.78 0.31
H 2.81 -0.06 0.88
H 1.36 -1.23 0.64
H -3.24 -0.20 -0.42
H -2.94 -1.60 -1.07
H -0.59 1.23 -0.57
H -0.41 -1.91 -1.54
```

Output
- LUMO level (eV) = -3.09
- E_HOMO (eV) = -14.00
- net charge = +1

---

two:
# C2H9N4O

2 unconnected molecules or ions with the total composition C2H9N4O (ωB97M-V with the def2-TZVPD basis set, the OMol25 dataset).

XYZ file:
```
16
Properties=species:S:1:pos:R:3
C -0.79 -0.94 -0.46
C 1.98 0.33 0.61
N 0.10 -1.23 -1.36
N -1.58 -1.71 0.17
N -0.27 0.95 0.40
N -0.96 1.99 -0.04
O 0.95 1.03 -0.15
H 2.30 0.99 1.44
H 2.83 0.12 0.02
H 1.50 -0.61 0.94
H 0.19 -2.11 -1.80
H -1.86 2.03 0.20
H -1.70 -2.66 0.08
H -0.72 2.48 -0.81
H -2.39 -1.31 0.60
H 0.63 -0.50 -1.62
```

Output
- LUMO level (eV) = -3.98
- E_HOMO (eV) = -12.80
- net charge = +1

---

It turns out one is the most stable, with the second structure 276.0 kJ/mol higher.